DFT (the ωB97M-V functional and the def2-TZVPD basis) results for a molecular structure, C29H35N6O3PSeZr.

Geometry as XYZ:
```
76
Properties=species:S:1:pos:R:3
Zr 0.58437 -0.31992 -0.68549
C -0.42754 -2.27255 1.51838
N 0.36761 -2.42595 0.25952
C -0.32000 -3.35273 -0.70451
C -1.11905 -2.66817 -1.79026
C -2.01821 -3.39665 -2.54372
C -2.71424 -2.76490 -3.56569
C -2.50932 -1.40914 -3.79573
C -1.60491 -0.74005 -3.00448
N -0.90005 -1.35978 -2.03156
C 1.68955 -2.97278 0.68302
C 2.62421 -1.86982 1.09945
C 3.82657 -2.16242 1.71200
C 4.66785 -1.12072 2.07603
C 4.28034 0.19105 1.81287
C 3.07968 0.41414 1.18404
N 2.24822 -0.59990 0.82230
C -1.65567 -1.46285 1.26668
C -2.88255 -1.81286 1.79095
C -3.98379 -1.01550 1.50935
C -3.81214 0.08269 0.67833
C -2.55678 0.35599 0.17850
N -1.46906 -0.38147 0.48079
H 0.21465 -1.77087 2.24649
H -0.66605 -3.25912 1.91913
H -0.97213 -4.02937 -0.14866
H 0.44057 -3.97621 -1.17182
H -2.17726 -4.44780 -2.33773
H -3.41539 -3.32414 -4.17260
H -3.04295 -0.88254 -4.57480
H -1.40946 0.31657 -3.14892
H 2.12490 -3.54964 -0.12623
H 1.55252 -3.66578 1.51719
H 4.09411 -3.19132 1.91944
H 5.61247 -1.32558 2.56498
H 4.90539 1.02797 2.09317
H 2.74476 1.41519 0.94928
H -2.97608 -2.69558 2.41021
H -4.95939 -1.26171 1.90937
H -4.64751 0.71037 0.39950
H -2.40893 1.17435 -0.51073
C 4.69543 -0.29256 -3.59063
O 3.33212 -0.42806 -4.11121
P 1.91493 -0.43912 -3.49819
O 1.97436 0.72580 -2.19605
C 2.26139 2.10132 -2.65640
O 1.93819 -1.58266 -2.22595
C 2.86507 -2.71373 -2.33735
H 5.24873 -1.16633 -3.92002
H 4.67699 -0.21701 -2.50492
H 5.11558 0.60075 -4.04166
H 3.06104 2.05017 -3.39075
H 2.59516 2.66847 -1.79504
H 1.37430 2.54410 -3.10286
H 3.62981 -2.61993 -1.57030
H 3.32715 -2.70455 -3.32073
H 2.30614 -3.63985 -2.24309
C -2.26532 4.50607 -0.07935
N -1.82773 3.68963 1.05570
C -0.88477 2.74841 1.07785
Se 0.19662 2.29263 -0.41657
N -0.74815 2.30385 2.33384
C -1.64204 2.97465 3.17118
C -1.87486 2.90351 4.54028
C -2.83879 3.75810 5.03315
C -3.54344 4.64867 4.20061
C -3.30716 4.71958 2.84434
C -2.33369 3.85628 2.34906
H -1.71929 4.22081 -0.97332
H -2.06712 5.55328 0.14056
H -3.33337 4.36430 -0.23577
H -0.03653 1.65838 2.63482
H -1.32601 2.23516 5.18994
H -3.05402 3.75630 6.09308
H -4.28227 5.30250 4.64377
H -3.83776 5.42055 2.21398
```

Computed properties:
ΔE to the lowest compared entry with this formula, charge and spin = 0.3400 eV
calculated total energy = -121607.6782 eV
HOMO level = -0.6825 Eh
total charge = +4
LUMO = -12.41 eV



DFT (the ωB97M-V functional and the def2-TZVPD basis) results for a molecular structure, C29H35N7P2V.

Geometry as XYZ:
```
74
Properties=species:S:1:pos:R:3
V -1.20081 1.44082 -1.50227
C -1.88776 1.77655 -3.37994
C -1.90806 0.36749 -3.02307
C -1.13837 -0.62080 -3.84584
C 0.37745 -0.32322 -3.93215
C 0.89061 0.36324 -2.70626
C 0.79202 1.74121 -2.47232
C 0.45952 2.69144 -3.54386
C -0.85704 2.33682 -4.30509
C 1.87017 1.05051 2.78743
H -2.68498 2.47743 -3.11648
H -2.82286 -0.09517 -2.67682
H -1.55687 -0.66088 -4.86985
H -1.29730 -1.63527 -3.44226
H 0.89369 -1.28752 -4.08808
H 0.59887 0.26124 -4.82815
H 1.73452 -0.20234 -2.27675
H 1.15047 2.17846 -1.50990
H 1.29689 2.72433 -4.24815
H 0.33652 3.69078 -3.12068
H -1.27012 3.26745 -4.73401
H -0.67101 1.67529 -5.17323
H 0.98779 1.71209 2.69002
H 2.72001 1.72376 2.93698
H 1.80970 0.42890 3.69389
P 2.17957 0.01022 1.39484
P -1.82381 -1.01598 1.26271
N 3.25482 1.00009 0.39068
N 3.01588 -1.34789 1.86858
N -2.53356 0.39530 0.51333
N -3.07902 -2.05115 1.61609
C 1.00082 -0.56719 0.13765
C -0.37297 -1.41375 0.24543
C 3.27951 2.39413 0.41649
C 4.14778 2.83928 -0.55379
C 4.63504 1.69559 -1.24982
C 4.04438 0.58225 -0.68104
C 4.09143 -1.33539 2.76665
C 4.51431 -2.63422 2.95193
C 3.66639 -3.48490 2.15589
C 2.76045 -2.68306 1.51346
C -2.06167 1.72557 0.78354
C -2.74517 2.57518 -0.16741
C -3.48454 1.73957 -1.05565
C -3.25645 0.41032 -0.69645
C -4.16193 -2.55954 0.84191
C -5.05892 -3.18862 1.67144
C -4.50229 -3.19482 2.99012
C -3.30397 -2.51854 2.94325
H 1.59669 -1.21532 -0.52928
H 0.80789 0.33248 -0.50599
H -0.76489 -1.55573 -0.79061
H -0.05762 -2.40958 0.62364
H 2.69257 2.94408 1.13742
H 4.39387 3.86856 -0.75774
H 5.32422 1.70077 -2.07009
H 4.13231 -0.46235 -0.92804
H 4.44342 -0.42319 3.19897
H 5.33554 -2.97996 3.56491
H 3.73504 -4.56285 2.07118
H 1.94304 -2.91685 0.84486
H -1.92851 1.95680 1.83557
H -2.73165 3.65618 -0.14562
H -4.08516 2.09299 -1.88797
H -3.75420 -0.51431 -0.98630
H -4.17022 -2.47801 -0.23026
H -6.04158 -3.59566 1.40517
H -4.95917 -3.66047 3.86413
H -2.60720 -2.31594 3.72974
N -1.23536 -0.32906 2.63892
C -1.16293 -0.21508 3.85146
N -1.62256 -0.40345 5.00708
C -1.15039 -0.43863 6.25806
N -0.96228 -0.53052 7.42777
```

Computed properties:
expectation value of S² = 0.866
2S+1 = 2
calculated total energy = -85312.0268 eV
HOMO level (spin up / spin down) = -0.4173 / -0.4118 Eh
total charge = +2
LUMO (spin up / spin down) = -7.37 / -7.37 eV



DFT (the ωB97M-V functional and the def2-TZVPD basis) results for a molecular structure, C29H35N7P2W.

Geometry as XYZ:
```
74
Properties=species:S:1:pos:R:3
W -0.86072 -1.17656 1.90649
C 1.53514 -1.51922 3.86240
C 1.05027 -0.65541 2.77468
C 1.84661 -0.79326 1.44463
C 1.05221 -1.48987 0.36987
C 0.38322 -2.79384 0.88239
C 1.09248 -3.63944 1.75621
C 2.44853 -3.39377 2.29705
C 2.53816 -2.57115 3.65286
C -2.63727 -0.14900 1.67395
H 1.27481 -1.22204 4.90193
H 0.85141 0.41881 3.06557
H 2.89209 -1.17032 1.52984
H 1.97506 0.24392 1.10965
H 0.20549 -0.77489 0.07464
H 1.60842 -1.65749 -0.58623
H -0.46050 -3.17988 0.26079
H 0.58578 -4.58336 2.02417
H 3.16251 -3.00537 1.54796
H 2.85173 -4.39912 2.51101
H 2.43695 -3.31863 4.46685
H 3.57230 -2.17234 3.75346
H -3.28869 -0.69873 2.38159
H -3.03671 -0.19389 0.64567
H -2.58025 0.90283 1.99437
P -1.76783 -0.54966 -1.43578
P 0.37071 2.16532 0.57075
N -1.21816 -1.57569 -2.78623
N -3.06668 0.21341 -2.58703
N 2.02335 2.14916 -0.24407
N 0.55037 3.97538 0.64547
C -0.48852 0.74232 -1.72456
C -0.70909 2.03160 -0.91627
C -1.43718 -2.96467 -2.77480
C -0.87569 -3.53199 -3.91461
C -0.30789 -2.46679 -4.68383
C -0.54481 -1.28252 -3.97725
C -4.39990 0.31716 -2.19758
C -5.14503 0.79292 -3.26688
C -4.24732 1.01602 -4.34985
C -2.96818 0.70416 -3.89126
C 3.22306 1.65708 0.31503
C 4.24626 1.72534 -0.61887
C 3.70876 2.34120 -1.78887
C 2.35651 2.58281 -1.53327
C 1.53461 4.86374 0.17851
C 1.17103 6.17516 0.44672
C -0.10061 6.12298 1.11327
C -0.46237 4.77912 1.20144
H -0.37614 1.02135 -2.79489
H 0.45982 0.22446 -1.46120
H -0.57392 2.89976 -1.59679
H -1.75332 2.09647 -0.54150
H -2.03099 -3.40256 -1.98668
H -0.88442 -4.58925 -4.17969
H 0.20142 -2.54184 -5.63994
H -0.30570 -0.28077 -4.26447
H -4.68166 0.06876 -1.18922
H -6.20581 0.97512 -3.26953
H -4.48881 1.37734 -5.33149
H -2.01863 0.82251 -4.37076
H 3.32452 1.35283 1.35631
H 5.26184 1.36604 -0.45452
H 4.26107 2.56080 -2.70602
H 1.67851 3.20809 -2.09236
H 2.44629 4.51133 -0.26989
H 1.76332 7.04327 0.18518
H -0.64765 6.98163 1.48023
H -1.33018 4.32175 1.65258
N -1.32448 -2.43526 3.25793
C -1.44089 -3.19426 4.18967
N -1.91750 -3.81188 5.20164
C -1.06558 -4.52248 6.01178
N -0.29556 -5.04475 6.73162
```

Computed properties:
ΔE to the lowest compared entry with this formula, charge and spin = 2.9616 eV
expectation value of S² = 2.033
2S+1 = 3
calculated total energy = -61448.3994 eV
HOMO level (spin up / spin down) = -0.4625 / -0.4625 Eh
total charge = +2
LUMO (spin up / spin down) = -9.30 / -9.02 eV



DFT (the ωB97M-V functional and the def2-TZVPD basis) results for a molecular structure, C29H36CaCl2N4O7Si.

Geometry as XYZ:
```
80
Properties=species:S:1:pos:R:3
Ca 1.45532 1.87339 1.70526
N 0.22986 -0.29448 1.73859
C -0.70870 -0.18275 2.81825
C -1.59214 1.05960 2.73345
N -0.72952 2.26175 2.75291
C -1.34620 3.44528 2.09949
C -1.42009 3.34695 0.58837
N -0.27263 2.60743 -0.04401
H -0.34114 -0.32969 0.86366
H 0.93255 -1.00946 1.87119
H -0.15287 -0.04990 3.74074
H -1.30827 -1.08503 2.99090
H -2.31756 1.02593 3.54377
H -2.14579 1.03613 1.78990
H -0.47107 2.49375 3.71825
H -0.73191 4.28635 2.42334
H -2.39008 3.67301 2.44618
H -1.36516 4.33111 0.15472
H -2.34610 2.88966 0.34039
H 0.11226 3.27948 -0.70131
H -0.62397 1.70825 -0.42499
O 4.30561 -0.52278 -0.54363
C 3.59946 0.06451 0.25910
O 2.87258 1.09085 0.13986
C 3.64179 -0.52226 1.73222
C 4.34623 -1.65886 2.08712
C 4.42898 -2.00603 3.41033
C 3.79101 -1.22204 4.32678
C 3.03860 -0.12710 3.95416
N 3.05208 0.24972 2.65079
C 2.18183 0.74884 4.93434
O 2.23881 0.50131 6.13344
O 1.59059 1.72806 4.36459
H 4.67271 -2.28927 1.19385
H 4.85322 -2.96225 3.80870
H 3.86093 -1.63290 5.28365
C -3.81372 0.04095 -2.20542
C -2.69612 -0.74684 -2.97422
C -3.35057 -1.77273 -3.92231
C -1.99365 0.30224 -3.89350
Si -1.33209 -1.14511 -1.69382
O -1.23581 -0.02443 -0.59164
C -2.01062 -2.75443 -0.88691
C -2.49655 -2.63668 0.40148
C -3.14015 -3.67986 1.04680
C -3.22645 -4.89082 0.37734
C -2.57689 -5.07007 -0.82018
C -2.00415 -4.00211 -1.48655
C 0.24977 -1.43596 -2.65452
C 1.41910 -0.63472 -2.36792
C 2.59450 -0.71151 -3.07963
C 2.73016 -1.60285 -4.12187
C 1.72210 -2.51862 -4.36491
C 0.48471 -2.38444 -3.67082
H -4.51268 0.60611 -2.93825
H -3.41123 0.81574 -1.53179
H -4.50072 -0.58913 -1.62320
H -3.96073 -1.22460 -4.66770
H -4.06582 -2.42650 -3.46462
H -2.56734 -2.32187 -4.42975
H -2.66862 0.87871 -4.54435
H -1.18563 -0.09081 -4.54848
H -1.53420 1.09147 -3.29330
H -2.40381 -1.69962 0.90297
H -3.66536 -3.55672 2.01938
H -3.70709 -5.72660 0.85318
H -2.57655 -6.03794 -1.27796
H -1.60485 -4.21744 -2.43611
H 1.33836 0.00350 -1.43488
H 3.40134 -0.06512 -2.75176
H 3.57334 -1.42589 -4.78036
H 1.74761 -3.19583 -5.20853
H -0.26850 -3.16530 -3.92200
Cl 2.14048 5.58578 -1.22721
C 2.65126 6.16040 0.34569
Cl 1.54408 7.50208 0.87604
C 2.71114 5.06505 1.43983
O 3.57205 5.22833 2.29172
O 2.10193 4.01421 1.19806
H 3.58681 6.65342 0.17766
```

Computed properties:
ΔE to the lowest compared entry with this formula, charge and spin = 0.9124 eV
calculated total energy = -102321.2291 eV
HOMO level = -0.1464 Eh
total charge = -2
LUMO = 4.28 eV



DFT (the ωB97M-V functional and the def2-TZVPD basis) results for a molecular structure, C29H36CrN5OS2SeSi2.

Geometry as XYZ:
```
77
Properties=species:S:1:pos:R:3
Cr 1.28956 -0.26747 -0.60312
C 4.54361 0.62410 2.30557
C 3.47069 -0.34682 1.88786
O 2.66533 -0.06105 1.01180
N 3.44942 -1.52385 2.53568
C 2.31993 -2.43920 2.41526
C 1.03992 -1.83288 2.95152
C 0.90300 -1.44575 4.22972
C -0.37514 -0.91052 4.68566
C -1.31068 -0.56519 3.80066
C -1.02630 -0.60383 2.32822
N -0.02168 -1.66141 2.07094
H 4.60591 1.42607 1.57541
H 5.50988 0.12580 2.39155
H 4.28178 1.05055 3.27613
H 4.06062 -1.62506 3.32724
H 2.57441 -3.33894 2.97228
H 2.20271 -2.72111 1.37110
H 1.73064 -1.56790 4.91664
H -0.55802 -0.81725 5.74945
H -2.26958 -0.17164 4.11076
H -1.92018 -0.87113 1.76174
C -4.43645 -0.30239 -1.95008
Si -3.76377 1.40367 -1.53139
C -3.35359 2.24506 -3.15698
C -5.19465 2.38978 -0.78796
C -2.41323 1.32038 -0.29281
C -2.52873 1.96149 1.00309
C -1.62559 1.79754 1.98556
C -0.54166 0.77319 1.79011
N -0.18702 0.65378 0.39000
C -1.16665 0.74847 -0.53161
S -0.58601 0.15254 -2.09210
H -5.29862 -0.24938 -2.62283
H -4.74021 -0.82529 -1.03928
H -3.65817 -0.89821 -2.43497
H -4.25539 2.31391 -3.77397
H -2.58883 1.69523 -3.70738
H -2.97659 3.25831 -2.98982
H -5.95968 2.56335 -1.55036
H -4.86130 3.36442 -0.42171
H -5.66774 1.86079 0.04422
H -3.35082 2.65239 1.16939
H -1.68392 2.35031 2.91593
H 0.35572 1.03398 2.36557
Se 3.10161 -1.87490 -1.71321
C 3.92829 -0.88141 -3.00377
N 4.49180 -0.28377 -3.81952
S 4.52488 3.47731 -0.75852
C 3.80775 1.94627 -1.16607
N 2.52960 1.91875 -1.24553
C 1.99112 3.18151 -0.98557
C 0.63378 3.50094 -1.00488
C 0.25797 4.79291 -0.70465
C 1.20957 5.77358 -0.39233
C 2.55794 5.47573 -0.38222
C 2.93642 4.16824 -0.68192
H 4.43491 1.08466 -1.34084
H -0.09110 2.73959 -1.25718
H -0.79359 5.04998 -0.70558
H 0.88571 6.78080 -0.16086
H 3.29582 6.23292 -0.15045
C -1.99482 -5.03882 -1.14651
Si -0.37314 -4.17352 -1.49823
C 1.03744 -5.39781 -1.38560
C -0.44636 -3.42479 -3.19143
C -0.12425 -2.98372 -0.12429
C -0.08895 -2.36035 0.92075
H -2.17031 -5.84330 -1.86647
H -2.82360 -4.33066 -1.21946
H -2.00256 -5.46627 -0.14133
H 0.88743 -6.21850 -2.09265
H 1.11372 -5.82148 -0.38122
H 1.98331 -4.90910 -1.63179
H -0.57483 -4.22453 -3.92838
H 0.47125 -2.88314 -3.41998
H -1.27981 -2.72596 -3.27303
```

Computed properties:
ΔE to the lowest compared entry with this formula, charge and spin = 0.7113 eV
expectation value of S² = 6.022
2S+1 = 5
calculated total energy = -171353.3256 eV
HOMO level (spin up / spin down) = -0.1268 / -0.1324 Eh
total charge = -1
LUMO (spin up / spin down) = 2.09 / 2.09 eV



DFT (the ωB97M-V functional and the def2-TZVPD basis) results for a molecular structure, C29H36F2GaSi.

Geometry as XYZ:
```
69
Properties=species:S:1:pos:R:3
C -2.32637 -3.10526 2.31968
Si -2.59675 -1.61814 1.18269
C -2.68332 -0.05501 2.24029
C -1.23698 -1.54594 -0.10260
C 0.07481 -0.91095 0.39379
C 1.31584 -1.39576 -0.35402
F 0.94516 -1.58807 -1.69244
F 1.56400 -2.71000 0.10322
Ga 2.93263 -0.11448 -0.25944
C -4.23215 -1.83077 0.23626
C -4.23671 -2.69920 -0.85891
C -5.37710 -2.89873 -1.62750
C -6.54268 -2.21627 -1.30018
C -6.55976 -1.35402 -0.21845
C -5.41571 -1.16031 0.54863
H -1.86837 -2.76335 3.25051
H -3.26002 -3.61865 2.55523
H -1.64444 -3.83249 1.87485
H -2.72485 -0.27960 3.30589
H -1.82841 0.58594 2.02093
H -3.58258 0.51999 2.00281
H -1.60833 -0.95952 -0.94792
H -1.07251 -2.55832 -0.47873
H 0.04225 0.17297 0.25587
H 0.24350 -1.08261 1.45980
H 3.04912 0.40312 1.26108
H 4.23724 -0.92120 -0.74868
H 2.61601 1.07712 -1.29058
H -3.32556 -3.22017 -1.13308
H -5.33995 -3.57116 -2.47481
H -7.42994 -2.37000 -1.90291
H -7.46512 -0.81299 0.03229
H -5.44311 -0.48008 1.39113
C 6.18844 -4.60269 3.31022
C 5.23977 -4.44859 2.30718
C 4.42437 -3.32530 2.28493
C 4.56391 -2.35148 3.26352
C 5.51283 -2.50305 4.26566
C 6.32465 -3.62971 4.29117
H 6.82446 -5.47969 3.32548
H 5.13696 -5.20376 1.53802
H 3.68526 -3.19829 1.50304
H 3.93406 -1.47146 3.23334
H 5.62317 -1.73917 5.02564
H 7.06548 -3.74768 5.07293
C -3.16550 1.40352 -1.45474
C -3.10548 2.48987 -0.59280
C -2.48277 3.66356 -0.99612
C -1.91859 3.75028 -2.26160
C -1.97459 2.66243 -3.12208
C -2.59742 1.48949 -2.71850
H -3.64381 0.48437 -1.13826
H -3.53807 2.41866 0.39743
H -2.42862 4.50793 -0.32022
H -1.42633 4.66251 -2.57495
H -1.52313 2.72619 -4.10406
H -2.62834 0.63550 -3.38309
C 2.18548 3.90270 -2.47603
C 1.82027 5.01106 -1.72535
C 2.68842 6.08841 -1.60363
C 3.92350 6.05797 -2.23579
C 4.29001 4.94752 -2.98509
C 3.42291 3.87030 -3.10287
H 1.51802 3.05519 -2.55489
H 0.85955 5.02919 -1.22609
H 2.40518 6.94877 -1.00943
H 4.60375 6.89526 -2.13789
H 5.25792 4.91808 -3.47012
H 3.71446 2.99603 -3.66968
```

Computed properties:
calculated total energy = -96346.9493 eV
HOMO level = -0.1892 Eh
total charge = -1
LUMO = 2.53 eV